[1]
Density functional theory data (the ωB97M-V functional and the def2-TZVPD basis) for a structure of composition C42H39BeN4O6PS.

As for the gap between HOMO and LUMO: 8.398 eV. The calculation puts the total energy at -3048.76554 hartree. The value obtained for the LUMO energy is 0.5 eV.

Geometry as ORCA input:
```
! wB97M-V def2-TZVPD RIJCOSX def2/J DEFGRID3
* xyz 0 1
Be 0.33 0.75 0.08
C 1.00 -4.43 1.38
O -0.07 -3.73 0.77
C -1.32 -4.24 0.89
C -1.63 -5.41 1.58
C -2.95 -5.85 1.62
C -3.96 -5.15 1.00
C -3.65 -3.97 0.33
C -2.35 -3.51 0.27
N -2.03 -2.33 -0.45
C -1.34 -1.30 0.11
N -1.40 -1.22 1.45
C -0.79 -0.26 2.29
C 0.02 0.75 1.80
C 0.54 1.63 2.77
C 0.28 1.50 4.12
C -0.54 0.46 4.58
C -1.08 -0.42 3.66
O -1.88 -1.49 3.97
C -2.28 -1.63 5.32
N -0.68 -0.42 -0.63
C -0.82 -0.52 -2.05
C -1.56 0.46 -2.69
C -1.73 0.46 -4.07
C -1.15 -0.54 -4.82
C -0.43 -1.54 -4.20
C -0.26 -1.55 -2.82
O 0.35 -2.65 -2.28
C 1.58 -2.43 -1.59
H 1.90 -3.85 1.16
H 1.10 -5.43 0.97
H 0.87 -4.48 2.46
H -0.86 -5.98 2.07
H -3.18 -6.77 2.16
H -4.98 -5.50 1.04
H -4.42 -3.38 -0.15
H -2.04 -2.36 -1.46
H -1.96 -1.91 1.91
H 1.20 2.43 2.45
H 0.71 2.19 4.83
H -0.73 0.35 5.63
H -3.01 -2.44 5.34
H -2.75 -0.71 5.69
H -1.43 -1.88 5.96
H -2.01 1.24 -2.08
H -2.30 1.25 -4.54
H -1.27 -0.56 -5.90
H 0.02 -2.35 -4.76
H 2.04 -3.41 -1.47
H 1.41 -1.98 -0.61
H 2.25 -1.80 -2.18
C 1.63 3.83 -0.25
P 0.09 2.96 -0.72
C 0.07 3.21 -2.52
C 1.10 2.60 -3.25
C 1.11 2.69 -4.64
C 0.11 3.38 -5.30
C -0.91 3.98 -4.59
C -0.94 3.89 -3.20
C -1.22 4.03 -0.07
C -2.24 3.43 0.67
C -3.26 4.19 1.21
C -3.28 5.57 1.02
C -2.26 6.18 0.29
C -1.24 5.41 -0.25
H 2.48 3.26 -0.65
H 1.71 3.87 0.83
H 1.66 4.84 -0.65
H 1.87 2.03 -2.75
H 1.91 2.21 -5.19
H 0.12 3.45 -6.39
H -1.70 4.52 -5.10
H -1.74 4.36 -2.65
H -2.21 2.36 0.83
H -4.05 3.72 1.78
H -4.07 6.16 1.45
H -2.27 7.25 0.15
H -0.46 5.89 -0.82
O 5.82 -0.10 -0.59
S 5.11 0.04 -2.13
O 4.86 -1.34 -2.56
N 3.67 0.70 -1.74
C 3.02 0.33 -0.66
O 1.81 0.69 -0.52
C 3.67 -0.46 0.41
C 2.94 -1.00 1.47
C 3.57 -1.68 2.49
C 4.95 -1.84 2.46
C 5.70 -1.32 1.42
C 5.05 -0.63 0.39
H 1.87 -0.85 1.50
H 2.99 -2.08 3.31
H 5.46 -2.37 3.26
H 6.77 -1.43 1.37
*
```

***

[2]
Density functional theory data (the ωB97M-V functional and the def2-TZVPD basis) for a structure of composition C17H19N4O3Ru.

As for the expectation value of S²: 6.05. As for the gap between HOMO and LUMO (spin up / spin down): 7.959 / 5.107 eV. The calculation puts the total energy at -1198.50218 hartree. The energy relative to the best compared isomer or geometry (same formula, charge and spin) comes out at 0.206 eV. The value obtained for the LUMO energy (spin up / spin down) is -2.8 / -6.0 eV.

Geometry as ORCA input:
```
! wB97M-V def2-TZVPD RIJCOSX def2/J DEFGRID3
* xyz 1 5
Ru 0.77 0.33 0.41
N 1.84 2.22 1.33
C 2.60 2.84 0.22
C 3.47 1.74 -0.34
O 4.68 1.78 -0.37
N 2.72 0.59 -0.66
C 3.44 -0.61 -0.63
C 3.21 -1.15 0.89
O 4.05 -1.81 1.39
O 2.05 -0.81 1.41
H 1.21 2.90 1.74
H 2.48 1.94 2.07
H 3.21 3.68 0.52
H 1.87 3.15 -0.54
H 4.51 -0.53 -0.80
H 2.98 -1.38 -1.25
C -3.30 3.62 0.21
N -2.23 3.43 -0.77
C -2.41 3.98 -2.12
C -1.28 2.58 -0.54
N -0.42 1.82 -0.34
H -3.52 4.68 0.29
H -2.98 3.25 1.18
H -4.20 3.08 -0.11
H -2.63 5.04 -2.03
H -3.23 3.47 -2.62
H -1.49 3.86 -2.68
C 0.01 -5.32 0.55
C 1.10 -4.47 0.25
C 0.90 -3.13 0.09
C -0.37 -2.53 0.21
C -0.63 -1.11 0.07
C -1.95 -0.71 -0.06
C -3.03 -1.60 0.04
C -2.79 -2.92 0.33
C -1.47 -3.41 0.40
C -1.24 -4.79 0.60
H 0.18 -6.38 0.69
H 2.09 -4.88 0.14
H 1.75 -2.52 -0.18
H -2.20 0.32 -0.23
H -4.04 -1.24 -0.06
H -3.61 -3.61 0.48
H -2.10 -5.43 0.78
*
```

***

[3]
Density functional theory data (the ωB97M-V functional and the def2-TZVPD basis) for a structure of composition C21H27Cl2F6N3O24Pd.

As for the expectation value of S²: 2.01. As for the gap between HOMO and LUMO (spin up / spin down): 7.921 / 7.172 eV. The calculation puts the total energy at -4433.51313 hartree. The value obtained for the LUMO energy (spin up / spin down) is -0.1 / -0.8 eV.

Geometry as ORCA input:
```
! wB97M-V def2-TZVPD RIJCOSX def2/J DEFGRID3
* xyz 0 3
Pd 26.25 -22.92 -15.71
Cl 24.60 -23.84 -17.66
Cl 25.34 -21.31 -13.91
C 29.46 -21.80 -18.08
N 29.13 -23.20 -17.67
O 27.92 -23.43 -17.45
O 29.99 -24.06 -17.53
H 28.67 -21.05 -17.99
H 29.87 -21.95 -19.08
H 30.18 -21.65 -17.28
C 28.85 -20.77 -13.03
N 29.14 -21.34 -14.36
O 28.24 -21.77 -15.12
O 30.35 -21.51 -14.69
H 29.36 -21.35 -12.27
H 27.82 -20.90 -12.70
H 29.22 -19.74 -13.00
C 28.69 -26.39 -13.97
N 28.25 -24.94 -13.89
O 28.47 -24.32 -12.84
O 27.69 -24.34 -14.85
H 28.94 -26.83 -13.00
H 29.63 -26.29 -14.51
H 27.77 -26.86 -14.32
C 24.71 -19.02 -19.40
C 26.14 -19.10 -19.82
O 26.66 -20.13 -19.07
C 25.98 -20.28 -17.94
O 26.32 -21.02 -17.01
O 24.87 -19.54 -18.09
F 26.77 -17.90 -19.46
H 24.14 -19.58 -20.14
H 24.22 -18.06 -19.25
H 26.21 -19.19 -20.90
C 27.58 -29.46 -17.30
C 26.31 -29.30 -18.08
O 25.90 -27.95 -17.76
C 26.93 -27.34 -17.10
O 27.02 -26.17 -16.83
O 28.01 -28.17 -17.04
F 25.51 -30.21 -17.59
H 28.18 -29.86 -18.12
H 27.59 -30.12 -16.43
H 26.34 -29.44 -19.16
C 21.57 -24.38 -13.41
C 21.89 -25.83 -13.01
O 23.21 -25.81 -13.13
C 23.64 -24.74 -13.91
O 24.80 -24.47 -14.25
O 22.60 -24.04 -14.26
F 21.33 -26.95 -13.59
H 21.44 -23.75 -12.53
H 20.63 -24.25 -13.95
H 21.78 -25.88 -11.93
C 27.67 -23.80 -8.59
C 27.64 -22.26 -8.61
O 26.44 -22.10 -9.37
C 26.30 -23.19 -10.14
O 25.58 -23.37 -11.09
O 27.13 -24.17 -9.81
F 28.63 -21.86 -9.43
H 26.97 -24.14 -7.83
H 28.64 -24.24 -8.35
H 27.77 -21.79 -7.63
C 20.22 -19.85 -16.75
C 21.38 -20.69 -17.21
O 22.06 -20.91 -15.95
C 21.61 -20.07 -14.99
O 22.00 -20.03 -13.82
O 20.65 -19.23 -15.50
F 22.10 -19.94 -17.98
H 19.31 -20.39 -16.47
H 19.92 -19.12 -17.50
H 21.08 -21.64 -17.65
C 26.61 -23.43 -22.34
C 25.47 -22.58 -21.71
O 25.72 -21.44 -22.44
C 27.04 -21.28 -22.67
O 27.65 -20.35 -23.11
O 27.62 -22.50 -22.42
F 25.69 -22.44 -20.45
H 26.41 -23.91 -23.30
H 26.99 -24.27 -21.76
H 24.46 -22.92 -21.92
*
```

***

[4]
Density functional theory data (the ωB97M-V functional and the def2-TZVPD basis) for a cluster of 2 separate species, C2H7ClN2O2P in total.

As for the gap between HOMO and LUMO: 7.831 eV. The calculation puts the total energy at -1142.04209 hartree. The energy relative to the best compared isomer or geometry (same formula, charge and spin) comes out at 0.278 eV. The value obtained for the LUMO energy is 3.6 eV.

Geometry as ORCA input:
```
! wB97M-V def2-TZVPD RIJCOSX def2/J DEFGRID3
* xyz -1 1
C 0.45 -2.18 0.02
C 1.69 -0.22 -0.38
N 0.39 1.16 0.83
N 1.48 -1.27 0.27
O -0.77 2.86 -0.90
O -2.12 2.00 1.03
P -0.87 1.69 -0.01
Cl -1.78 0.15 -1.15
H 0.34 -2.79 0.94
H -0.53 -1.62 -0.16
H 0.76 -2.92 -0.76
H 2.41 0.54 -0.25
H 1.15 -0.18 -1.39
H -2.81 2.31 0.41
H 0.21 0.47 1.50
*
```

***

[5]
Density functional theory data (the ωB97M-V functional and the def2-TZVPD basis) for an isolated molecule of C2H2FI.

As for the gap between HOMO and LUMO: 9.908 eV. The calculation puts the total energy at -474.91693 hartree. The energy relative to the best compared isomer or geometry (same formula, charge and spin) comes out at 0.000 eV. The value obtained for the LUMO energy is 0.3 eV.

Geometry as ORCA input:
```
! wB97M-V def2-TZVPD RIJCOSX def2/J DEFGRID3
* xyz 0 1
C 0.29 0.01 -0.74
C -0.10 0.10 0.51
F 0.87 -0.38 1.49
I -2.02 0.33 1.27
H -0.38 0.14 -1.58
H 1.33 -0.19 -0.95
*
```

***

[6]
Density functional theory data (the ωB97M-V functional and the def2-TZVPD basis) for a cluster of 2 separate species, C4H13NO in total.

As for the gap between HOMO and LUMO: 8.959 eV. The calculation puts the total energy at -290.11614 hartree. The energy relative to the best compared isomer or geometry (same formula, charge and spin) comes out at 2.199 eV. The value obtained for the LUMO energy is 0.9 eV.

Geometry as ORCA input:
```
! wB97M-V def2-TZVPD RIJCOSX def2/J DEFGRID3
* xyz 0 1
C -2.48 -0.63 0.04
C -1.11 -0.60 0.69
N -0.39 0.70 0.77
C 0.97 0.67 0.01
C 1.63 2.01 0.26
H -3.28 -0.72 0.79
H -2.53 -1.60 -0.40
H -2.77 0.03 -0.67
H -1.25 -0.75 1.83
H -0.41 -1.25 0.25
H -0.97 1.46 0.57
H 1.44 -0.27 0.32
H 0.48 0.74 -0.92
H 2.71 1.95 0.56
H 1.51 2.65 -0.61
H 1.22 2.62 1.10
H 1.94 -2.62 -0.83
H 1.65 -1.74 -2.03
O 1.65 -2.64 -1.74
*
```

***

[7]
Density functional theory data (the ωB97M-V functional and the def2-TZVPD basis) for a cluster of 8 separate species, C21H57BNO12S8 in total.

As for the gap between HOMO and LUMO: 7.047 eV. The calculation puts the total energy at -5002.12410 hartree. The value obtained for the LUMO energy is 1.7 eV.

Geometry as ORCA input:
```
! wB97M-V def2-TZVPD RIJCOSX def2/J DEFGRID3
* xyz -1 1
C -1.44 0.77 -1.90
C -2.39 1.82 -1.28
C -1.91 2.49 0.03
C -0.40 2.67 0.16
B 0.00 3.81 1.24
C -0.56 3.47 2.74
O -1.96 3.70 2.85
O -2.51 2.79 3.82
N -0.46 5.25 0.83
C -0.26 5.68 -0.28
O -0.05 6.12 -1.34
S 1.96 3.77 1.40
C 2.43 3.19 3.03
O 2.50 2.73 0.52
O 2.57 5.08 1.24
H -2.01 -0.11 -2.17
H -1.01 1.14 -2.82
H -0.66 0.45 -1.22
H -3.33 1.32 -1.05
H -2.64 2.57 -2.02
H -2.34 1.97 0.88
H -2.35 3.49 0.06
H 0.05 2.84 -0.82
H 0.04 1.73 0.51
H -0.30 2.46 3.01
H -0.06 4.12 3.47
H -2.64 1.98 3.30
H 3.52 3.22 3.01
H 2.11 2.16 3.14
H 2.04 3.83 3.81
C 4.49 -1.16 -0.84
S 3.36 0.19 -1.22
O 2.06 -0.47 -1.51
C 4.10 0.59 -2.81
H 4.17 -1.59 0.11
H 4.42 -1.92 -1.62
H 5.51 -0.80 -0.75
H 4.08 -0.29 -3.45
H 5.11 0.95 -2.65
H 3.49 1.39 -3.25
C 2.10 -4.01 -1.21
S 2.73 -4.37 0.43
O 4.22 -4.50 0.31
C 2.06 -6.02 0.55
H 2.43 -3.00 -1.48
H 2.48 -4.74 -1.91
H 1.01 -4.04 -1.18
H 2.44 -6.63 -0.28
H 0.97 -5.96 0.51
H 2.38 -6.44 1.50
C -4.43 4.56 -4.07
S -5.03 3.44 -5.33
O -4.58 2.07 -4.95
C -3.91 4.00 -6.62
H -4.97 4.36 -3.14
H -3.36 4.41 -3.91
H -4.63 5.59 -4.38
H -2.88 3.89 -6.28
H -4.12 5.05 -6.85
H -4.08 3.39 -7.50
C 1.53 -1.20 2.80
S -0.02 -1.40 3.69
O -0.75 -0.12 3.55
C 0.70 -1.41 5.33
H 1.30 -1.12 1.74
H 2.03 -0.29 3.13
H 2.16 -2.08 2.97
H 1.26 -0.48 5.49
H 1.36 -2.27 5.43
H -0.11 -1.48 6.05
C 5.88 -6.76 4.87
S 4.88 -5.32 4.48
O 3.52 -5.83 4.13
C 5.70 -4.92 2.94
H 5.50 -7.19 5.79
H 5.81 -7.48 4.06
H 6.92 -6.45 5.01
H 5.63 -5.77 2.26
H 6.74 -4.67 3.14
H 5.19 -4.07 2.49
C -2.50 -5.93 -3.05
S -1.68 -6.81 -1.72
O -0.60 -5.92 -1.23
C -0.89 -8.04 -2.77
H -3.01 -5.08 -2.62
H -1.75 -5.58 -3.77
H -3.22 -6.59 -3.54
H -0.26 -7.54 -3.50
H -1.65 -8.64 -3.26
H -0.28 -8.68 -2.12
C -4.50 6.48 -0.29
S -5.93 5.45 0.07
O -6.21 4.65 -1.15
C -7.13 6.79 0.09
H -3.64 5.82 -0.39
H -4.67 7.02 -1.22
H -4.34 7.17 0.54
H -7.11 7.31 -0.87
H -6.88 7.48 0.90
H -8.11 6.36 0.26
*
```

***

[8]
Density functional theory data (the ωB97M-V functional and the def2-TZVPD basis) for a structure of composition C22H39N2O2P3Pd.

As for the expectation value of S²: 6.02. As for the gap between HOMO and LUMO (spin up / spin down): 6.537 / 3.635 eV. The calculation puts the total energy at -2271.90729 hartree. The energy relative to the best compared isomer or geometry (same formula, charge and spin) comes out at 2.054 eV. The value obtained for the LUMO energy (spin up / spin down) is -11.7 / -14.6 eV.

Geometry as ORCA input:
```
! wB97M-V def2-TZVPD RIJCOSX def2/J DEFGRID3
* xyz 4 5
P 3.75 0.11 0.32
C 4.22 -0.04 2.04
H 5.31 0.08 2.14
H 3.93 -1.03 2.43
H 3.71 0.74 2.64
C 3.63 -1.47 -0.51
H 3.01 -1.40 -1.41
H 3.21 -2.25 0.14
H 4.64 -1.80 -0.81
C 4.76 1.21 -0.67
H 5.76 0.77 -0.79
H 4.85 2.19 -0.19
H 4.31 1.35 -1.67
P -0.93 3.21 -0.79
C -0.85 3.63 1.00
H -1.27 4.62 1.21
H 0.19 3.61 1.32
H -1.43 2.88 1.56
C 0.00 4.61 -1.54
H -0.03 4.52 -2.64
H 1.05 4.54 -1.20
H -0.41 5.59 -1.25
C -2.68 3.64 -1.19
H -2.88 4.73 -1.16
H -3.34 3.14 -0.46
H -2.91 3.26 -2.20
P -3.13 -1.92 0.33
C -3.67 -2.14 2.02
H -4.24 -3.08 2.10
H -4.33 -1.29 2.28
H -2.81 -2.16 2.71
C -4.42 -1.75 -0.89
H -5.08 -2.63 -0.84
H -4.00 -1.69 -1.91
H -5.00 -0.84 -0.71
C -2.01 -3.18 -0.22
H -2.56 -4.13 -0.26
H -1.14 -3.27 0.45
H -1.63 -2.94 -1.23
Pd -0.25 0.49 -2.21
C 2.06 0.79 0.36
O 1.03 1.11 0.83
C -2.13 -0.39 0.39
O -1.62 0.54 0.88
C -1.50 0.23 -3.88
C -0.92 -0.98 -3.49
C 0.47 -1.07 -3.46
C 1.27 0.06 -3.57
C 0.69 1.30 -3.88
C -0.70 1.36 -4.06
H -2.58 0.32 -3.91
H -1.53 -1.82 -3.18
H 0.94 -2.03 -3.23
H 2.33 0.01 -3.34
H 1.29 2.21 -3.88
H -1.17 2.33 -4.18
N 0.80 -2.89 1.31
C 0.63 -2.19 2.51
C 0.83 -2.84 3.74
C 0.53 -2.13 4.91
C 0.09 -0.81 4.78
C -0.06 -0.25 3.51
N 0.19 -0.95 2.39
H 1.00 -2.27 0.53
H 1.44 -3.67 1.36
H 1.21 -3.86 3.71
H 0.64 -2.60 5.89
H -0.15 -0.19 5.65
H -0.41 0.77 3.37
*
```

***

[9]
Density functional theory data (the ωB97M-V functional and the def2-TZVPD basis) for a cluster of 2 separate species, CH4NOS in total.

As for the gap between HOMO and LUMO: 7.451 eV. The calculation puts the total energy at -568.74667 hartree. The energy relative to the best compared isomer or geometry (same formula, charge and spin) comes out at 0.111 eV. The value obtained for the LUMO energy is 4.2 eV.

Geometry as ORCA input:
```
! wB97M-V def2-TZVPD RIJCOSX def2/J DEFGRID3
* xyz -1 1
S -0.61 -1.65 -1.66
H -0.48 -1.84 -2.97
C -0.25 0.86 1.13
N 0.72 0.28 0.43
O -0.18 1.82 1.88
H -1.23 0.39 0.92
H 1.68 0.49 0.61
H 0.36 -0.34 -0.34
*
```

***

[10]
Density functional theory data (the ωB97M-V functional and the def2-TZVPD basis) for an isolated molecule of C2H4Cl2OS.

As for the gap between HOMO and LUMO: 9.455 eV. The calculation puts the total energy at -1472.35461 hartree. The energy relative to the best compared isomer or geometry (same formula, charge and spin) comes out at 0.683 eV. The value obtained for the LUMO energy is 0.0 eV.

Geometry as ORCA input:
```
! wB97M-V def2-TZVPD RIJCOSX def2/J DEFGRID3
* xyz 0 1
C 0.76 0.91 -0.02
C -0.07 -0.11 -0.74
O -1.03 -0.83 1.59
S -1.58 -0.78 0.01
Cl -0.65 0.65 -2.21
Cl 1.25 -1.62 -1.41
H 0.64 0.60 1.10
H 1.78 0.96 -0.29
H 0.18 1.78 -0.10
H -1.27 -1.56 2.06
*
```